(1)
Density functional theory data (wB97M-V/def2-TZVPD) for 2 unconnected molecules or ions with the total composition C3H10O4 at a distorted geometry.

## Properties
- Net charge: 0
- HOMO: -10.8 eV
- Orbital gap: 11.4 eV
- SMILES: OC(O)(O)O.CC
- ΔE to the lowest compared entry with this formula, charge and spin: 1.334 eV
- Spin multiplicity: 1

Element x y z (Å)
O (-3.13154, 0.94877, 0.24564)
C (-1.88013, 0.61967, -0.08390)
O (-1.86920, -0.76298, 0.78033)
O (-0.94998, 1.42621, 0.45996)
O (-1.66480, 0.33705, -1.39547)
H (-3.12712, 0.30217, 1.08695)
H (-1.97252, -1.52332, 0.19418)
H (-0.07341, 1.07430, 0.26114)
H (-2.43102, 0.64715, -1.90580)
C (2.64901, 0.06334, 0.39395)
C (1.62860, -0.83533, -0.30058)
H (3.29380, 0.56217, -0.33361)
H (3.27624, -0.51487, 1.07011)
H (2.15795, 0.83799, 0.98198)
H (0.93328, -1.26749, 0.41852)
H (2.12736, -1.63880, -0.84542)
H (1.03347, -0.27604, -1.02799)

Quick look at the natural (NBO) charges, all values in e: atom 1 (O): -0.729, atom 2 (C): 0.973, atom 3 (O): -0.852, atom 4 (O): -0.685, atom 5 (O): -0.718, atom 6 (H): 0.534, atom 7 (H): 0.478, atom 8 (H): 0.494, atom 9 (H): 0.505, atom 10 (C): -0.606, atom 11 (C): -0.624, atom 12 (H): 0.204, atom 13 (H): 0.208, atom 14 (H): 0.194, atom 15 (H): 0.216, atom 16 (H): 0.211, atom 17 (H): 0.198

***

(2)
Density functional theory data (wB97M-V/def2-TZVPD) for a gas-phase ion, C5H12 (charge +1) at a distorted geometry.

## Properties
- Net charge: +1
- HOMO (spin up / spin down): -16.5 / -16.4 eV
- Orbital gap (spin up / spin down): 13.8 / 6.3 eV
- ΔE to the lowest compared entry with this formula, charge and spin: 0.718 eV
- Spin multiplicity: 2

Element x y z (Å)
C (-2.37770, 0.14625, -0.36714)
C (-0.89719, -0.56855, -0.16315)
C (0.11614, 0.44327, -0.71409)
C (1.58990, 0.09618, -0.20542)
C (1.61941, -0.06543, 1.32582)
H (-3.01232, -0.72759, -0.30832)
H (-2.33199, 0.71545, -1.29326)
H (-2.70729, 0.75928, 0.45729)
H (-0.84697, -1.45791, -0.76324)
H (-0.85471, -0.86139, 0.90198)
H (0.03527, 0.28749, -1.79879)
H (-0.02719, 1.45494, -0.26139)
H (2.01641, -0.83429, -0.57535)
H (2.17422, 0.92876, -0.56820)
H (1.87207, -1.06279, 1.65792)
H (2.43375, 0.59050, 1.65931)
H (0.69650, 0.05997, 1.89330)

Quick look at the natural (NBO) charges, all values in e: atom 1 (C): -0.463, atom 2 (C): -0.296, atom 3 (C): -0.327, atom 4 (C): -0.290, atom 5 (C): -0.652, atom 6 (H): 0.287, atom 7 (H): 0.239, atom 8 (H): 0.243, atom 9 (H): 0.235, atom 10 (H): 0.258, atom 11 (H): 0.258, atom 12 (H): 0.257, atom 13 (H): 0.244, atom 14 (H): 0.281, atom 15 (H): 0.241, atom 16 (H): 0.258, atom 17 (H): 0.227

***

(3)
Density functional theory data (wB97M-V/def2-TZVPD) for a single C7H15NO2S molecule at a distorted geometry.

## Properties
- Net charge: 0
- HOMO: -9.8 eV
- Orbital gap: 10.4 eV
- SMILES: CC1(C)CNS(=O)(=O)C1(C)C
- ΔE to the lowest compared entry with this formula, charge and spin: 1.914 eV
- Spin multiplicity: 1

Element x y z (Å)
C (0.63420, -1.23465, -1.53644)
C (0.66963, -0.69365, -0.05344)
C (2.02600, -0.24108, 0.52098)
C (-0.10508, -1.65893, 0.89879)
N (-1.55758, -1.53550, 0.78576)
S (-1.97794, -0.09867, -0.14977)
O (-2.31806, -0.55825, -1.47694)
O (-2.95692, 0.65513, 0.62848)
C (-0.32369, 0.82532, -0.11954)
C (-0.43314, 1.52780, 1.24793)
C (-0.03277, 1.73730, -1.26904)
H (1.38737, -1.99883, -1.61179)
H (0.88503, -0.38265, -2.15114)
H (-0.35760, -1.44722, -1.79984)
H (2.92429, -0.93340, 0.02685)
H (2.05443, -0.24594, 1.65504)
H (2.39372, 0.74767, 0.28649)
H (0.13440, -2.78186, 0.75034)
H (0.19347, -1.64995, 1.96221)
H (-1.85124, -1.21828, 1.64144)
H (-1.17132, 0.98423, 1.86922)
H (-0.64816, 2.55919, 1.10673)
H (0.56206, 1.48169, 1.61339)
H (0.95088, 2.03370, -1.67365)
H (-0.50116, 2.68129, -1.03542)
H (-0.58080, 1.44553, -2.11665)

Quick look at the natural (NBO) charges, all values in e: atom 1 (C): -0.637, atom 2 (C): 0.012, atom 3 (C): -0.646, atom 4 (C): -0.273, atom 5 (N): -0.777, atom 6 (S): 2.198, atom 7 (O): -0.932, atom 8 (O): -0.940, atom 9 (C): -0.166, atom 10 (C): -0.649, atom 11 (C): -0.690, atom 12 (H): 0.215, atom 13 (H): 0.210, atom 14 (H): 0.250, atom 15 (H): 0.219, atom 16 (H): 0.223, atom 17 (H): 0.223, atom 18 (H): 0.210, atom 19 (H): 0.202, atom 20 (H): 0.371, atom 21 (H): 0.234, atom 22 (H): 0.224, atom 23 (H): 0.210, atom 24 (H): 0.242, atom 25 (H): 0.225, atom 26 (H): 0.245

***

The evaluated electronic energy for the records listed, in turn: -421.2360, -197.2890, -879.0487 Eh.